[1]
The following is a DFT calculation (ωB97M-V/def2-TZVPD) of a cluster of 15 separate species, H28O18S in total in a non-equilibrium geometry.

Properties
Max |F| in eV/A: 8.44
Lowest unoccupied orbital energy in eV: 4.87
E_HOMO in eV: -4.2
Frontier orbital gap in Ha: 0.332
Energy above the lowest of the compared OMol25 structures with the same formula, charge and spin in kcal/mol: 138.75
Total energy in a.u.: -1769.31738

ORCA input file:
```
! wB97M-V def2-TZVPD RIJCOSX def2/J DEFGRID3
* xyz -2 1
S 28.32377 -23.94530 48.96826
O 28.79002 -22.79002 48.23057
O 29.29197 -24.40189 49.87452
O 27.13835 -23.41604 49.57856
O 28.00639 -24.92657 48.06541
O 31.14130 -25.39707 46.17091
H 30.20054 -25.45250 46.15763
H 31.17936 -24.46194 46.47566
O 28.47365 -25.33875 45.62577
H 28.09459 -24.65906 45.10218
H 28.10617 -25.03896 46.52218
O 27.75983 -27.59501 48.55528
H 27.74910 -26.72917 48.43423
H 28.62719 -27.87049 49.02747
O 27.13793 -21.33751 50.95238
H 27.27653 -22.23258 50.26068
H 27.86432 -20.70023 50.55806
O 25.70995 -24.42411 51.65996
H 25.90368 -24.05386 50.85037
H 26.66880 -24.83796 51.89983
O 29.07646 -20.39668 49.26196
H 28.23975 -19.96716 48.72674
H 29.10444 -21.39050 48.99936
O 30.26230 -20.51087 45.62757
H 31.00141 -21.06844 45.72867
H 29.41274 -21.05808 45.88170
O 31.39149 -23.99392 51.08511
H 32.05754 -24.57449 50.54681
H 30.46478 -24.08600 50.69171
O 25.34810 -24.90062 47.54976
H 26.31840 -25.18928 47.71697
H 25.03990 -24.80708 48.42533
O 30.36708 -26.86742 49.31926
H 30.97275 -26.53369 48.58270
H 30.01943 -26.00325 49.61752
O 27.84421 -21.72739 46.11033
H 28.15337 -21.76403 46.99217
H 27.11322 -20.99732 46.16936
O 31.07790 -22.79201 47.10394
H 31.82276 -22.81862 47.86140
H 30.15689 -22.78913 47.51380
O 24.91066 -22.14997 48.69856
H 25.14516 -21.53930 49.28580
H 25.89945 -22.46313 48.80198
O 28.38461 -25.29174 52.09211
H 28.81995 -25.21980 52.82598
H 29.11387 -24.99499 51.36469
*
```

=====

[2]
The following is a DFT calculation (ωB97M-V/def2-TZVPD) of a cluster of 14 separate species, H29O14 in total in a non-equilibrium geometry.

Properties
Max |F| in eV/A: 1.42
Lowest unoccupied orbital energy in eV: -2.74
E_HOMO in eV: -13.8
Frontier orbital gap in Ha: 0.407
Energy above the lowest of the compared OMol25 structures with the same formula, charge and spin in kcal/mol: 30.79
Total energy in a.u.: -1070.55496

ORCA input file:
```
! wB97M-V def2-TZVPD RIJCOSX def2/J DEFGRID3
* xyz 1 1
O 0.52271 2.77631 2.13710
H 0.57328 3.39927 2.88040
O -0.53330 -2.67204 -2.19629
H -0.29795 -3.54406 -2.51446
H -0.78033 -2.84629 -1.28592
O -1.26656 -0.73476 0.05505
H -1.41739 0.25514 -0.05823
H -2.16122 -0.99442 -0.25654
O 1.38772 0.22975 3.16501
H 0.56377 -0.26123 3.40785
H 2.01888 -0.09263 3.82060
O -1.37910 1.82682 -0.15309
H -1.64715 2.01542 0.79187
H -2.15789 2.11268 -0.63142
O -1.09625 0.17604 -2.57847
H -0.60767 -0.22110 -3.30184
H -1.11241 -0.49325 -1.88432
O 2.24641 -0.46706 -3.01201
H 2.23603 -1.37046 -2.63965
H 3.01161 -0.27614 -3.55644
O -3.49201 -0.99737 -1.91690
H -2.95239 -0.35682 -2.42520
H -3.76934 -1.61249 -2.60724
O 2.01808 -1.07082 0.72483
H 1.74387 -0.77631 1.62729
H 1.14602 -1.21422 0.32598
O -1.92554 -0.76851 2.63448
H -2.41893 -1.59538 2.64901
H -1.58331 -0.77232 1.70575
O 1.10638 2.65493 -0.55341
H 2.19058 1.69130 -0.56020
H 0.28955 2.10534 -0.38514
O -2.93138 2.20204 1.98653
H -3.31511 1.34474 2.20582
H -2.81046 2.62170 2.85530
O 2.85304 -3.75461 0.20925
H 2.15124 -3.17050 0.51393
H 3.42833 -3.86311 0.97802
O 2.73204 0.84160 -0.91791
H 2.40322 0.55759 -1.86449
H 2.25610 0.14451 -0.39017
H 0.99937 2.00562 2.50634
H 1.00482 3.31460 0.14735
*
```

=====

[3]
The following is a DFT calculation (ωB97M-V/def2-TZVPD) of a cluster of 14 separate species, H29O14 in total in a non-equilibrium geometry.

Properties
Max |F| in eV/A: 4.40
Lowest unoccupied orbital energy in eV: -2.55
E_HOMO in eV: -13.8
Frontier orbital gap in Ha: 0.413
Energy above the lowest of the compared OMol25 structures with the same formula, charge and spin in kcal/mol: 86.70
Total energy in a.u.: -1070.46587

ORCA input file:
```
! wB97M-V def2-TZVPD RIJCOSX def2/J DEFGRID3
* xyz 1 1
O -0.06658 -3.78977 -2.62964
H -2.52698 3.55780 -0.36256
O 1.55042 3.95442 0.49871
H 0.69674 3.82048 0.05437
H -2.07690 2.91051 -1.53364
O 0.97757 1.70336 -4.26410
H -3.33407 2.64323 2.06616
H 0.64204 2.50343 -4.65210
O -0.23480 -1.19849 -1.25294
H 0.49220 -1.59243 -1.74718
H -0.39037 -1.99664 -0.67891
O -0.09626 -4.56695 1.83261
H -0.89743 -4.52395 2.38553
H 0.55246 -5.14796 2.19160
O 0.90384 -0.71345 2.11555
H 0.26516 -0.45901 2.76955
H 0.93630 -1.63591 1.93877
O 2.13175 -0.52034 -2.69431
H 2.50975 -0.82762 -3.53352
H 1.54665 0.20841 -2.86548
O 2.15421 2.44765 3.36528
H 1.52750 2.52095 4.07316
H 2.95914 2.76233 3.81318
O 0.51126 0.98168 -0.05833
H 0.09117 0.83875 -0.90551
H -0.10402 -2.97740 -3.15451
O -1.86712 3.69734 -1.02700
H -3.92409 -3.64469 -0.70014
H 0.16033 1.23986 -3.95236
O -3.01899 1.80295 1.63962
H 2.63588 1.28111 1.43151
H -0.66563 -2.66293 1.62075
O -1.25031 -2.20765 2.34898
H 0.43978 0.15983 0.44594
H -2.00125 -2.24553 1.68791
O -3.64246 -2.87412 -0.22191
H 2.21804 4.59815 0.12205
H -4.34061 -2.34286 -0.68507
O 2.85839 1.69082 0.59728
H 2.51574 2.60336 0.57153
H 1.88046 1.35535 0.12278
H 0.11245 -4.55902 -3.14663
H -2.83138 1.20497 2.37305
*
```

=====

[4]
The following is a DFT calculation (ωB97M-V/def2-TZVPD) of a cluster of 15 separate species, H29O15 in total in a non-equilibrium geometry.

Properties
Max |F| in eV/A: 2.06
Lowest unoccupied orbital energy in eV: 2.36
E_HOMO in eV: -6.6
Frontier orbital gap in Ha: 0.328
Energy above the lowest of the compared OMol25 structures with the same formula, charge and spin in kcal/mol: 24.62
Total energy in a.u.: -1146.03323

ORCA input file:
```
! wB97M-V def2-TZVPD RIJCOSX def2/J DEFGRID3
* xyz -1 1
O -1.48510 -1.01538 -0.89160
H -1.68485 -0.64690 -0.02675
H -2.18300 2.27211 -4.68872
O 3.10409 -0.98558 2.49087
H 2.46489 -0.62021 3.11378
H -1.95982 1.14051 -2.16950
O -1.99764 1.36392 -4.95957
H 0.79447 2.00284 1.83604
H 3.67378 -2.29255 -0.31023
O -1.01114 4.60639 -2.59382
H 3.19903 0.47586 -2.01712
H -0.29451 5.00976 -3.06037
O 0.76230 -3.06337 -1.16579
H 0.73916 -2.55556 -0.33067
H 1.45458 1.55282 0.58296
O 0.69211 -1.85503 1.33882
H -2.75772 -3.18320 2.22813
H 0.70290 -0.85714 1.53977
O -0.15462 0.39902 2.13318
H -0.13437 -3.39308 -1.14294
H 2.52599 -1.23023 1.75240
O -0.71181 3.81857 0.09107
H -1.33894 3.12433 0.33383
H -0.52412 -1.05995 -0.92799
O 2.80802 1.14365 -2.59810
H 3.09847 0.77648 -3.44266
H -1.38041 1.14174 -4.26581
O -3.42123 -2.65515 1.78439
H -0.97292 4.62302 -1.62219
O -2.27858 1.91274 2.77176
H -1.44948 1.76774 3.24735
H -4.09397 -3.16167 1.34127
O -0.07628 -4.42714 3.24060
H -0.07619 -3.51779 2.93785
H 0.72117 -4.83125 2.92134
O 1.32930 2.36328 1.08708
H -0.74788 0.69907 1.45416
H 0.12775 3.33032 0.18394
O 4.14286 -2.48545 -1.13266
H -0.07919 -1.98397 1.89770
H -2.34497 0.95016 2.65300
O -1.71954 2.05418 -2.29503
H 3.52975 -3.13402 -1.49752
H -0.99237 2.42613 -1.82226
*
```

=====

[5]
The following is a DFT calculation (ωB97M-V/def2-TZVPD) of a cluster of 2 separate species, H2I2O2P in total in a non-equilibrium geometry.

Properties
Max |F| in eV/A: 6.36
Lowest unoccupied orbital energy in eV: -6.59
E_HOMO in eV: -12.8
Frontier orbital gap in Ha: 0.229
Energy above the lowest of the compared OMol25 structures with the same formula, charge and spin in kcal/mol: 38.60
Total energy in a.u.: -1088.17142

ORCA input file:
```
! wB97M-V def2-TZVPD RIJCOSX def2/J DEFGRID3
* xyz 1 1
O -0.74401 -0.46697 -1.23099
O -1.09249 -1.14240 1.06067
P -1.85864 -0.83786 -0.27349
I 1.20960 2.08013 -0.05013
I 3.85126 1.67718 -0.21196
H 0.04997 0.11021 -1.12798
H -1.41569 -1.42029 1.83386
*
```

=====

[6]
The following is a DFT calculation (ωB97M-V/def2-TZVPD) of an isolated molecule of H2INS in a non-equilibrium geometry.

Properties
Max |F| in eV/A: 3.54
Lowest unoccupied orbital energy (spin up / spin down) in eV: -1.63 / -1.61
E_HOMO (spin up / spin down) in eV: -9.2 / -9.2
Frontier orbital gap (spin up / spin down) in Ha: 0.277 / 0.278
Energy above the lowest of the compared OMol25 structures with the same formula, charge and spin in kcal/mol: 45.73
Total energy in a.u.: -751.75484

ORCA input file:
```
! wB97M-V def2-TZVPD RIJCOSX def2/J DEFGRID3
* xyz 0 1
N -0.93960 0.65406 0.08591
S -0.06093 -0.63280 0.22503
I 2.59437 -0.20670 -0.27157
H -1.07615 1.12543 0.90217
H -0.51769 -0.94000 -0.94155
*
```

=====

[7]
The following is a DFT calculation (ωB97M-V/def2-TZVPD) of a cluster of 2 separate species, H2IO in total in a non-equilibrium geometry.

Properties
Max |F| in eV/A: 1.14
Lowest unoccupied orbital energy in eV: 3.78
E_HOMO in eV: -3.4
Frontier orbital gap in Ha: 0.264
Energy above the lowest of the compared OMol25 structures with the same formula, charge and spin in kcal/mol: 5.36
Total energy in a.u.: -374.22425

ORCA input file:
```
! wB97M-V def2-TZVPD RIJCOSX def2/J DEFGRID3
* xyz -1 1
O -0.80236 -1.23988 0.11287
H -0.37042 -0.44794 -0.28021
H -0.39907 -1.32451 1.00644
I 1.57185 3.01234 -0.83911
*
```

=====

[8]
The following is a DFT calculation (ωB97M-V/def2-TZVPD) of a structure of composition H2LiO in a non-equilibrium geometry.

Properties
Max |F| in eV/A: 2.77
Lowest unoccupied orbital energy in eV: -4.93
E_HOMO in eV: -18.9
Frontier orbital gap in Ha: 0.515
Energy above the lowest of the compared OMol25 structures with the same formula, charge and spin in kcal/mol: 3.67
Total energy in a.u.: -83.75812

ORCA input file:
```
! wB97M-V def2-TZVPD RIJCOSX def2/J DEFGRID3
* xyz 1 1
O -0.09904 -0.03492 0.05844
H -0.84349 0.58266 -0.12222
H -0.53325 -0.89485 0.25904
Li 1.47577 0.34711 -0.19526
*
```

=====

[9]
The following is a DFT calculation (ωB97M-V/def2-TZVPD) of a structure of composition H2MgO in a non-equilibrium geometry.

Properties
Max |F| in eV/A: 2.76
Lowest unoccupied orbital energy in eV: -13.62
E_HOMO in eV: -26.0
Frontier orbital gap in Ha: 0.455
Energy above the lowest of the compared OMol25 structures with the same formula, charge and spin in kcal/mol: 4.01
Total energy in a.u.: -275.77831

ORCA input file:
```
! wB97M-V def2-TZVPD RIJCOSX def2/J DEFGRID3
* xyz 2 1
O -0.08998 -0.19527 -0.00592
H -0.91013 -0.12070 0.53265
H 0.49375 -0.79402 0.51275
Mg 0.50636 1.10998 -1.03948
*
```

=====

[10]
The following is a DFT calculation (ωB97M-V/def2-TZVPD) of an isolated molecule of H2N2O2 in a non-equilibrium geometry.

Properties
Max |F| in eV/A: 4.59
Lowest unoccupied orbital energy in eV: 0.71
E_HOMO in eV: -11.1
Frontier orbital gap in Ha: 0.436
Energy above the lowest of the compared OMol25 structures with the same formula, charge and spin in kcal/mol: 37.74
SMILES string: N[N+](=O)[O-]
Total energy in a.u.: -261.06508

ORCA input file:
```
! wB97M-V def2-TZVPD RIJCOSX def2/J DEFGRID3
* xyz 0 1
N 0.24498 0.06834 -0.62117
N -0.18995 -0.07988 0.65943
O 0.27787 -0.95636 1.25376
O -0.99480 0.73735 1.11276
H 0.85880 -0.56580 -1.18978
H -0.19691 0.79634 -1.21501
*
```